11
Properties=species:S:1:pos:R:3:forces:R:3:lowdin_charge:R:1 method="wB97M-V/def2-TZVPD" relative_energy_kj_mol=262.33
C 0.966186 0.903478 -0.303645 0.0242 0.1002 -0.0531 -0.080
C 0.355238 -0.430859 0.110521 0.1094 -0.0443 -0.0354 -0.361
C -1.116952 -0.411611 0.530732 -0.0552 0.1274 0.2299 -0.132
O -1.418176 -1.093747 -0.714447 0.1473 -0.1981 -0.2484 -0.076
C -0.154709 -1.224433 -1.114543 -0.1784 0.1351 0.2792 0.035
H 2.022787 0.784122 -0.557287 -0.1480 -0.0037 0.0127 0.078
H 0.884894 1.644008 0.498332 0.0443 -0.1180 -0.0666 0.078
H 1.025270 -0.993405 0.768852 -0.1090 0.0474 -0.1283 0.133
H -1.621057 0.557898 0.592911 0.0718 -0.1247 -0.0668 0.123
H -1.402261 -1.040832 1.377756 0.0477 0.1092 -0.0948 0.119
H 0.458781 1.305382 -1.189182 0.0459 -0.0304 0.1717 0.082